# CH7N5

A 2-piece molecular cluster, CH7N5 overall at a distorted geometry (ωB97M-V/def2-TZVPD, the OMol25 dataset).

The calculation puts the strongest force on any atom at 5.7 eV/A. The energy above the lowest of the compared OMol25 structures with the same formula, charge and spin comes out at 510.70 kJ/mol. The HOMO energy is -8.759 eV. The calculation puts the total energy at -8594.1851 eV.

Geometry as ORCA input:
```
! RIJCOSX wB97M-V def2-TZVPD def2/J DEFGRID3
* xyz 0 1
C -0.024 -0.097 0.250
H -1.345 1.674 -1.882
H -0.079 0.794 -3.337
H 1.405 0.450 -1.354
H -1.415 -0.745 -0.873
H 1.395 0.913 1.488
H -0.715 -1.275 2.219
H 1.022 -1.561 2.599
N -0.760 0.591 -2.025
N 0.407 0.693 -1.052
N -1.153 -0.676 0.320
N 0.882 -0.034 1.230
N 0.379 -0.728 2.417
*
```

# C7H13N5

An isolated ion of composition C7H13N5 and charge +2 at a distorted geometry (ωB97M-V/def2-TZVPD, the OMol25 dataset).

The SMILES is Cc1c[nH+]c[nH]c(N)c[n+](C)n1. The calculation puts the strongest force on any atom at 4.4 eV/A. The energy above the lowest of the compared OMol25 structures with the same formula, charge and spin comes out at 452.47 kJ/mol. The HOMO energy is -16.120 eV. The calculation puts the total energy at -14898.4421 eV.

Geometry as ORCA input:
```
! RIJCOSX wB97M-V def2-TZVPD def2/J DEFGRID3
* xyz 2 1
C 2.614 -0.457 1.087
C 1.199 -0.484 0.609
C 0.211 0.483 1.236
N 0.359 1.789 1.084
C 0.586 2.304 -0.150
N 0.130 1.687 -1.262
C -0.843 0.738 -1.265
N -1.710 0.893 -2.329
C -1.219 -0.300 -0.251
N -0.621 -1.496 -0.244
C -1.174 -2.665 0.263
N 0.720 -1.379 -0.144
H 2.953 0.595 1.164
H 3.140 -1.242 0.556
H 2.533 -0.798 2.047
H -0.274 0.206 2.146
H 0.252 2.429 1.911
H 1.373 3.122 -0.324
H -0.056 2.158 -2.160
H -2.267 0.077 -2.587
H -2.034 1.764 -2.774
H -2.268 -0.328 -0.034
H -1.124 -2.725 1.331
H -2.130 -3.049 0.148
H -0.349 -3.324 -0.058
*
```

# C35H52EuOP4Se

C35H52EuOP4Se as an isolated structure at a distorted geometry (ωB97M-V/def2-TZVPD, the OMol25 dataset).

The calculation puts the strongest force on any atom at 3.3 eV/A. The HOMO energy (alpha / beta) is -15.691 / -15.687 eV. The calculation puts the total energy at -160989.0201 eV.

Geometry as ORCA input:
```
! RIJCOSX wB97M-V def2-TZVPD def2/J DEFGRID3
* xyz 3 7
Eu -0.029 -0.282 -0.547
P 0.288 2.792 0.656
P -2.611 1.218 -0.959
P 2.742 0.538 -1.062
H -1.357 -2.289 -8.800
C -0.517 -2.954 -8.578
C -0.683 -4.174 -8.051
H -1.677 -4.598 -7.888
C 0.453 4.425 -0.175
C -1.058 3.156 1.848
C 1.726 2.886 1.790
C -3.208 0.116 -2.311
C -3.953 1.041 0.280
C -3.098 2.847 -1.665
C 2.919 -0.684 -2.435
C 4.017 -0.060 0.113
C 3.656 1.947 -1.809
H 0.481 -2.650 -8.928
H 0.179 -4.841 -7.942
H 0.521 5.231 0.571
H -0.408 4.588 -0.837
H 1.362 4.398 -0.790
H -0.783 4.022 2.470
H -1.236 2.296 2.510
H -1.974 3.370 1.281
H 1.728 3.846 2.329
H 2.649 2.783 1.201
H 1.658 2.061 2.513
H -4.306 0.108 -2.298
H -2.837 -0.914 -2.196
H -2.841 0.492 -3.275
H -4.811 1.675 0.011
H -3.571 1.349 1.264
H -4.264 -0.011 0.338
H -4.192 2.895 -1.774
H -2.611 2.997 -2.636
H -2.770 3.644 -0.985
H 3.984 -0.940 -2.527
H 2.536 -0.245 -3.368
H 2.338 -1.599 -2.238
H 4.982 -0.117 -0.412
H 3.747 -1.044 0.525
H 4.083 0.650 0.950
H 4.718 1.673 -1.888
H 3.555 2.840 -1.176
H 3.243 2.178 -2.801
C 0.147 0.747 -4.673
C -0.294 -0.594 -4.769
C -0.269 -1.227 -5.995
C 0.120 -0.530 -7.137
C 0.540 0.799 -7.071
C 0.565 1.435 -5.838
Se 0.169 1.666 -3.038
H -0.140 -1.062 -2.547
H -0.747 -1.155 -3.923
H -0.590 -2.270 -6.037
H 0.096 -0.989 -8.110
H 0.834 1.293 -8.002
H 0.901 2.470 -5.749
O -0.110 -0.438 1.694
P -0.044 -0.996 3.127
C -1.451 -2.072 3.405
C -1.629 -2.575 4.705
C -2.763 -3.336 4.993
C -3.703 -3.583 3.985
C -3.504 -3.106 2.686
C -2.375 -2.349 2.386
C 1.494 -1.901 3.279
C 1.449 -3.306 3.280
C 2.633 -4.044 3.370
C 3.858 -3.382 3.478
C 3.914 -1.984 3.473
C 2.738 -1.248 3.313
C -0.246 0.338 4.325
C 0.840 0.902 5.015
C 0.644 1.979 5.883
C -0.646 2.467 6.109
C -1.742 1.865 5.487
C -1.544 0.825 4.579
H -0.882 -2.359 5.475
H -2.883 -3.724 6.007
H -4.587 -4.162 4.232
H -4.226 -3.324 1.902
H -2.210 -1.981 1.368
H 0.489 -3.816 3.256
H 2.582 -5.135 3.400
H 4.778 -3.954 3.603
H 4.857 -1.453 3.625
H 2.786 -0.155 3.275
H 1.830 0.469 4.901
H 1.507 2.417 6.381
H -0.789 3.312 6.777
H -2.756 2.199 5.713
H -2.409 0.363 4.102
*
```

# C7H10F5N4

An isolated ion of composition C7H10F5N4 and charge +1 at a distorted geometry (ωB97M-V/def2-TZVPD, the OMol25 dataset).

The SMILES is Nc1ncn(CCCC(F)(F)C(F)(F)F)[nH+]1. The calculation puts the strongest force on any atom at 7.3 eV/A. The energy above the lowest of the compared OMol25 structures with the same formula, charge and spin comes out at 216.77 kJ/mol. The HOMO energy is -14.812 eV. The calculation puts the total energy at -26959.9950 eV.

Geometry as ORCA input:
```
! RIJCOSX wB97M-V def2-TZVPD def2/J DEFGRID3
* xyz 1 1
N -2.987 2.391 0.188
C -2.325 1.344 0.720
N -2.004 0.994 2.072
C -1.257 -0.240 2.063
N -1.077 -0.665 0.686
C -0.344 -1.856 0.148
C 0.385 -1.498 -1.229
C 1.941 -1.166 -1.111
C 2.326 -0.104 -0.004
F 3.734 0.106 -0.133
F 2.156 -0.570 1.332
C 1.651 1.339 -0.161
F 2.680 2.309 -0.204
F 0.907 1.671 1.000
F 0.911 1.521 -1.331
N -1.729 0.267 -0.009
H -2.476 3.223 -0.143
H -3.996 2.357 0.027
H -0.844 -0.779 2.976
H -1.083 -2.716 -0.043
H 0.368 -2.240 0.951
H -0.147 -0.681 -1.836
H 0.303 -2.438 -1.887
H 2.297 -0.758 -2.114
H 2.488 -2.147 -0.931
H -1.877 0.337 -1.028
*
```

# C5H11NS2

One molecule with the formula C5H11NS2 at a distorted geometry (ωB97M-V/def2-TZVPD, the OMol25 dataset).

The SMILES is CNC(C)(C)C(=S)S. The calculation puts the strongest force on any atom at 4.9 eV/A. The energy above the lowest of the compared OMol25 structures with the same formula, charge and spin comes out at 281.98 kJ/mol. The HOMO energy is -8.345 eV. The calculation puts the total energy at -28521.0876 eV.

Geometry as ORCA input:
```
! RIJCOSX wB97M-V def2-TZVPD def2/J DEFGRID3
* xyz 0 1
C 0.536 -1.899 -1.748
N -0.687 -1.290 -1.152
C -0.651 0.026 -0.622
C -1.976 0.436 -0.035
C -0.366 1.122 -1.608
C 0.286 0.148 0.564
S 0.826 -1.097 1.471
S 0.633 1.781 1.008
H 0.345 -3.061 -1.665
H 1.437 -1.751 -1.251
H 0.608 -1.645 -2.933
H -1.491 -1.691 -1.728
H -2.202 0.027 1.128
H -2.024 1.605 0.223
H -2.856 0.047 -0.803
H -1.089 0.847 -2.389
H 0.581 0.844 -2.206
H -0.309 2.283 -1.249
H 1.495 1.578 1.982
*
```

# C86H116O25

A 18-piece molecular cluster, C86H116O25 overall at a distorted geometry (ωB97M-V/def2-TZVPD, the OMol25 dataset).

The calculation puts the strongest force on any atom at 4.5 eV/A. The HOMO energy is -9.431 eV. The calculation puts the total energy at -142233.6782 eV.

Geometry as ORCA input:
```
! RIJCOSX wB97M-V def2-TZVPD def2/J DEFGRID3
* xyz 0 1
C 0.883 -3.879 -4.209
C 0.738 -4.094 -5.467
C 1.592 -5.115 -6.259
O 1.279 -5.496 -7.386
C 2.802 -5.648 -5.590
C 2.882 -5.374 -4.245
C 1.964 -4.511 -3.414
O 2.058 -4.377 -2.198
H 0.178 -3.199 -3.646
H -0.065 -3.774 -6.080
H 3.483 -6.325 -6.038
H 3.578 -5.971 -3.705
C -3.998 3.456 -6.133
C -4.800 4.031 -6.971
C -5.828 4.984 -6.530
O -6.603 5.399 -7.352
C -5.903 5.249 -5.106
C -5.125 4.687 -4.213
C -4.048 3.794 -4.723
O -3.185 3.392 -4.000
H -3.186 2.719 -6.287
H -4.811 4.013 -8.067
H -6.656 5.903 -4.764
H -5.211 4.936 -3.152
C -1.602 6.107 -3.782
C -0.295 5.953 -4.012
C 0.633 5.767 -2.882
O 1.767 5.449 -3.183
C 0.127 5.779 -1.487
C -1.178 5.991 -1.292
C -2.125 6.281 -2.386
O -3.297 6.576 -2.370
H -2.315 6.172 -4.598
H -0.021 5.886 -5.026
H 0.888 5.715 -0.684
H -1.605 6.037 -0.271
C 1.131 -4.756 1.018
C 1.953 -5.195 1.954
C 1.344 -5.587 3.249
O 1.965 -6.062 4.153
C -0.148 -5.443 3.326
C -0.948 -4.860 2.425
C -0.286 -4.554 1.129
O -0.930 -4.287 0.101
H 1.524 -4.515 0.041
H 3.025 -5.336 1.901
H -0.574 -5.942 4.208
H -2.058 -4.691 2.633
C 3.062 -1.632 -5.134
C 2.915 -1.534 -3.853
C 3.930 -1.083 -2.939
O 3.752 -1.115 -1.730
C 5.219 -0.667 -3.485
C 5.443 -0.747 -4.778
C 4.401 -1.186 -5.708
O 4.683 -1.273 -6.876
H 2.309 -2.159 -5.773
H 2.062 -1.929 -3.257
H 5.893 -0.453 -2.687
H 6.392 -0.511 -5.240
C 0.850 0.103 0.558
C 0.563 -0.833 -0.377
C -0.641 -0.599 -1.284
O -1.038 -1.388 -2.147
C -1.459 0.680 -1.166
C -1.020 1.628 -0.332
C 0.124 1.397 0.531
O 0.496 2.280 1.282
H 1.664 -0.035 1.302
H 1.085 -1.768 -0.529
H -2.335 0.861 -1.777
H -1.517 2.633 -0.238
C -2.240 0.172 2.692
C -3.431 0.705 2.489
C -4.488 -0.057 1.711
O -5.572 0.404 1.437
C -4.033 -1.319 0.962
C -2.854 -1.848 1.227
C -1.933 -1.151 2.182
O -0.823 -1.660 2.366
H -1.467 0.759 3.250
H -3.775 1.627 2.864
H -4.753 -1.761 0.288
H -2.396 -2.737 0.788
C 0.977 0.973 6.900
C 0.302 -0.429 6.890
C -0.845 -0.305 5.857
O -0.797 0.993 5.326
C 0.504 1.502 5.515
H 2.048 0.962 7.069
H 0.446 1.664 7.632
H -0.196 -0.613 7.869
H 1.025 -1.244 6.864
H -1.851 -0.352 6.377
H -0.679 -1.124 5.115
H 0.429 2.600 5.420
H 1.236 1.056 4.833
C -5.327 2.039 7.772
C -4.489 1.762 6.549
C -4.814 0.278 6.336
O -6.084 -0.028 6.880
C -6.089 0.776 8.042
H -5.952 2.892 7.543
H -4.644 2.119 8.589
H -3.398 1.833 6.720
H -4.685 2.356 5.641
H -4.072 -0.406 6.791
H -4.798 -0.019 5.324
H -5.559 0.222 8.828
H -7.139 0.911 8.350
C -0.217 2.302 -5.055
C -1.018 1.046 -5.308
C -0.077 0.001 -4.687
O 0.443 0.539 -3.534
C 0.670 1.973 -3.835
H -0.819 3.212 -4.888
H 0.418 2.555 -5.882
H -1.227 0.840 -6.365
H -1.965 1.043 -4.801
H 0.727 -0.234 -5.486
H -0.548 -0.922 -4.421
H 1.706 2.175 -3.832
H 0.229 2.616 -2.895
C 0.531 4.824 3.738
C -0.976 4.703 3.413
C -1.241 6.004 2.662
O -0.050 6.187 1.870
C 1.112 5.611 2.546
H 1.076 3.889 3.693
H 0.690 5.237 4.744
H -1.541 4.493 4.312
H -1.026 3.930 2.597
H -1.324 6.885 3.337
H -2.016 5.986 1.910
H 1.704 6.464 2.900
H 1.726 5.008 1.944
C -2.072 -7.290 -3.310
C -1.492 -8.398 -4.209
C -0.082 -7.782 -4.505
O 0.022 -6.522 -3.860
C -0.810 -6.615 -2.743
H -2.784 -7.652 -2.594
H -2.600 -6.524 -3.855
H -2.144 -8.655 -5.073
H -1.366 -9.273 -3.551
H 0.093 -7.599 -5.536
H 0.736 -8.492 -4.164
H -0.899 -5.617 -2.363
H -0.387 -7.141 -1.847
C 4.463 5.309 4.570
C 4.966 3.913 4.946
C 3.780 3.212 5.429
O 2.921 4.237 5.966
C 3.454 5.521 5.704
H 3.965 5.219 3.568
H 5.215 6.111 4.506
H 5.736 3.924 5.700
H 5.438 3.495 4.029
H 3.973 2.417 6.107
H 3.309 2.737 4.556
H 4.070 5.767 6.610
H 2.655 6.239 5.503
C 4.414 2.313 0.856
C 5.555 3.312 0.451
C 5.293 3.462 -1.076
O 4.473 2.445 -1.484
C 3.559 2.327 -0.398
H 3.899 2.560 1.818
H 4.733 1.304 1.070
H 6.512 2.933 0.595
H 5.461 4.254 0.911
H 6.195 3.467 -1.641
H 4.767 4.455 -1.288
H 2.959 1.409 -0.557
H 2.896 3.164 -0.370
C 2.755 -1.724 4.688
C 3.542 -2.627 3.747
C 4.974 -2.555 4.267
O 5.005 -1.490 5.214
C 3.813 -0.715 5.127
H 2.279 -2.286 5.549
H 1.850 -1.259 4.262
H 3.513 -2.286 2.743
H 3.176 -3.642 3.834
H 5.724 -2.290 3.498
H 5.399 -3.442 4.698
H 3.836 0.058 4.394
H 3.606 -0.349 6.136
C -4.987 2.175 -1.496
C -5.915 1.284 -2.227
C -7.248 1.550 -1.611
O -7.245 2.973 -1.459
C -5.970 3.191 -0.787
H -4.214 2.675 -2.074
H -4.438 1.731 -0.668
H -5.601 0.257 -2.112
H -5.940 1.593 -3.257
H -7.286 1.032 -0.642
H -8.096 1.381 -2.281
H -6.026 2.896 0.281
H -5.716 4.285 -0.828
C 6.332 -3.472 -0.432
C 7.138 -4.457 0.353
C 6.491 -4.565 1.722
O 5.127 -4.031 1.561
C 4.939 -3.739 0.165
H 6.489 -3.550 -1.503
H 6.577 -2.429 -0.092
H 8.105 -4.067 0.492
H 7.084 -5.437 -0.153
H 6.954 -3.955 2.561
H 6.515 -5.575 2.120
H 4.346 -2.803 0.092
H 4.384 -4.501 -0.320
C -5.154 -3.397 -3.918
C -3.915 -3.905 -3.221
C -2.756 -3.741 -4.246
O -3.305 -3.164 -5.394
C -4.542 -2.474 -5.003
H -5.722 -2.764 -3.226
H -5.859 -4.116 -4.272
H -4.103 -5.017 -2.979
H -3.685 -3.396 -2.300
H -2.322 -4.717 -4.409
H -2.009 -3.093 -3.779
H -5.139 -2.280 -5.838
H -4.239 -1.590 -4.404
*
```